{"formula": "C6H9N", "method": "ωB97M-V with the def2-TZVPD basis set", "species": ["C", "C", "C", "C", "C", "N", "C", "H", "H", "H", "H", "H", "H", "H", "H", "H"], "coordinates": [[0.32928, 2.07289, 2.91784], [0.08361, 1.41158, 1.64133], [-0.20497, 0.90031, 0.59408], [-0.52546, 0.27144, -0.67695], [0.64888, -0.58358, -1.12875], [0.76917, -1.18317, -2.23078], [-0.26581, -2.22484, -2.09635], [0.42378, 1.34261, 3.72644], [-0.51114, 2.73377, 3.15099], [1.24098, 2.67599, 2.88631], [-0.59165, 1.03550, -1.46720], [-1.51100, -0.20083, -0.63350], [1.46708, -0.70104, -0.42399], [-1.30202, -1.97136, -1.83366], [0.10216, -2.96050, -1.35148], [-0.15289, -2.61877, -3.07433]], "forces_ev_per_a": [[0.02, 0.07, 0.13], [-0.16, -0.07, -0.19], [-0.16, 0.29, 0.46], [-0.14, 0.06, 0.17], [0.81, 0.83, 0.25], [0.17, -0.67, 1.58], [-0.44, -0.71, -1.25], [0.01, 0.10, -0.09], [0.14, -0.06, 0.03], [-0.10, -0.09, 0.01], [-0.06, -0.11, 0.23], [0.20, -0.14, -0.03], [0.76, 1.40, 0.26], [0.22, 0.19, -0.30], [-0.28, 0.25, -0.50], [-0.98, -1.34, -0.75]], "lowdin_charge": [-0.108, -0.082, -0.064, -0.169, -0.214, -0.026, -0.147, 0.077, 0.079, 0.077, 0.132, 0.111, 0.120, 0.073, 0.086, 0.056], "de_lowest_kcal_mol": 113.7, "homo_ev": [-8.13, -8.13], "orbital_gap_ha": [0.3153, 0.3153], "e_lumo_ev": [0.44, 0.44], "charge": 0, "smiles": "CC#CC/C=N\\C"}